Computed, not measured: a 11-piece molecular cluster, C11H24Cl18N2O4 overall, with the ωB97M-V functional and the def2-TZVPD basis.

XYZ file:
```
59
Properties=species:S:1:pos:R:3:mulliken_charge:R:1
C -0.057 -4.612 0.883 -0.66
N -0.172 -4.637 -0.598 0.91
O -0.514 -5.686 -1.083 -0.57
O 0.055 -3.616 -1.220 -0.37
H -1.038 -4.936 1.215 0.30
H 0.212 -3.615 1.209 0.12
H 0.710 -5.320 1.181 0.29
C -0.105 -0.299 -0.173 -0.18
N 0.396 0.826 0.660 0.78
O 1.148 0.554 1.577 -0.41
O 0.073 1.949 0.343 -0.20
H 0.636 -0.458 -0.952 0.02
H -1.055 0.008 -0.594 -0.25
H -0.311 -1.176 0.427 0.27
Cl -1.401 2.213 4.612 -0.15
C -0.157 3.155 3.789 0.71
Cl -0.683 4.814 3.445 -0.17
H 0.727 3.202 4.413 0.18
H 0.101 2.671 2.852 -0.55
Cl 1.548 -1.448 -3.354 -0.04
C 2.739 -2.725 -3.139 -0.15
Cl 2.536 -4.040 -4.304 -0.18
H 3.731 -2.303 -3.250 0.36
H 2.627 -3.140 -2.146 -0.02
Cl 4.835 -0.142 4.139 -0.19
C 3.440 0.501 3.239 0.19
Cl 3.068 2.178 3.706 -0.17
H 3.663 0.509 2.182 0.05
H 2.589 -0.114 3.491 0.14
Cl 3.049 1.510 -1.241 -0.14
C 1.989 2.637 -2.110 0.66
Cl 2.919 3.782 -3.064 -0.18
H 1.382 2.048 -2.785 -0.21
H 1.380 3.152 -1.381 -0.18
Cl -0.136 1.321 -4.924 -0.14
C -1.859 1.422 -4.488 -0.43
Cl -2.182 0.533 -3.005 -0.03
H -2.085 2.468 -4.321 0.24
H -2.438 1.030 -5.313 0.37
Cl -4.437 -2.609 -2.335 -0.15
C -4.571 -2.506 -0.572 -0.34
Cl -2.983 -2.702 0.198 -0.05
H -4.931 -1.517 -0.326 0.19
H -5.222 -3.295 -0.225 0.35
Cl -2.688 0.702 1.696 -0.07
C -4.120 1.731 1.433 -0.39
Cl -3.835 3.337 2.123 -0.12
H -4.240 1.864 0.367 0.22
H -4.957 1.265 1.931 0.39
Cl 3.115 -3.255 3.118 -0.14
C 3.831 -2.975 1.532 -0.57
Cl 2.716 -2.105 0.466 0.03
H 4.689 -2.328 1.673 0.32
H 4.136 -3.908 1.077 0.38
Cl -1.613 3.753 -1.724 -0.08
C -1.468 4.813 -0.311 0.05
Cl -2.749 6.018 -0.267 -0.16
H -1.528 4.197 0.579 -0.20
H -0.504 5.305 -0.349 0.32
```

total energy	-9127.25547	Eh
SMILES string	C[N+](=O)[O-].C[N+](=O)[O-].ClCCl.ClCCl.ClCCl.ClCCl.ClCCl.ClCCl.ClCCl.ClCCl.ClCCl
orbital gap	10.5	eV
LUMO energy	-0.03	eV
energy relative to the best compared isomer or geometry (same formula, charge and spin)	0.0	kJ/mol
M	886.48	g/mol
maximum force	0.8	eV/Å